No. 1
{
  "formula": "H3PS2",
  "method": "the ωB97M-V functional and the def2-TZVPD basis",
  "symbols": ["P", "S", "S", "H", "H", "H"],
  "positions_angstrom": [[0.0558, -0.6738, 0.0850], [1.7064, 0.3211, -0.7720], [-1.7317, 0.3847, -0.0218], [-0.3078, -1.6499, -0.9875], [1.9334, 0.5963, 0.4561], [-1.6562, 1.0216, 1.2402]],
  "forces_ev_per_angstrom": [[-0.3, -1.9, -0.2], [-0.8, -0.3, -1.7], [-0.4, 1.2, 0.9], [0.4, 1.2, 0.9], [1.0, 0.7, 1.6], [0.1, -0.9, -1.4]],
  "smiles": "SPS",
  "orbital_gap_ha": 0.352,
  "homo_energy_ev": -8.93,
  "largest_force_ev_per_a": 2.00,
  "de_lowest_kcal_mol": 5.26,
  "lumo_energy_ev": 0.64,
  "energy_ha": -1139.51741
}

---

No. 2
{
  "formula": "C9H9InNO6",
  "method": "the ωB97M-V functional and the def2-TZVPD basis",
  "symbols": ["O", "C", "In", "O", "C", "C", "O", "C", "O", "C", "O", "C", "N", "C", "C", "C", "O", "H", "H", "H", "H", "H", "H", "H", "H", "H"],
  "positions_angstrom": [[-0.2111, 4.9220, 0.2083], [0.0391, 4.0021, -0.4192], [0.1302, -0.9653, 0.1694], [-0.0070, 0.2983, -3.4462], [0.0888, -0.1777, -2.4159], [-0.0641, -3.4640, -0.0407], [-0.1196, -4.6025, -0.1221], [-2.2495, -0.2792, -0.1943], [-3.1519, 0.3478, 0.1251], [2.4964, -0.1161, -0.2426], [3.5020, 0.4136, -0.3675], [0.5829, -0.4868, 5.6275], [-0.0286, -0.0719, 4.3610], [-1.1456, 0.8639, 4.3754], [0.3956, -0.4987, 3.1785], [1.5900, -1.3779, 3.0337], [-0.2901, -0.0739, 2.1675], [0.0064, -0.0254, 6.4337], [1.6332, -0.1575, 5.6984], [0.5614, -1.5834, 5.7480], [-0.8967, 1.7969, 3.8530], [-2.0429, 0.4402, 3.9063], [-1.3439, 1.0754, 5.4263], [1.3110, -2.3431, 2.5813], [2.3668, -0.8741, 2.4337], [2.0134, -1.5925, 4.0234]],
  "forces_ev_per_angstrom": [[0.6, -2.1, -1.5], [-0.6, 2.0, 1.5], [-0.5, 0.9, 0.7], [0.3, -1.6, 3.3], [-0.3, 1.3, -2.6], [0.0, -3.5, -0.3], [0.2, 4.4, 0.3], [-2.8, 2.4, 1.8], [3.2, -2.5, -1.5], [3.1, 1.8, -0.3], [-3.7, -2.0, 0.4], [0.6, -0.3, 0.7], [0.8, -0.8, -2.3], [-0.7, 0.6, 0.4], [-0.1, 0.4, 3.1], [0.1, 0.0, 0.2], [0.2, -0.9, -3.7], [0.3, -0.2, -0.2], [-0.5, 0.1, 0.0], [-0.2, 0.5, -0.1], [0.1, -0.3, 0.2], [0.3, 0.0, 0.2], [-0.2, 0.1, -0.3], [0.0, 0.1, 0.1], [-0.2, -0.1, 0.2], [0.1, -0.1, -0.5]],
  "total_charge": 3,
  "orbital_gap_ha": 0.209,
  "homo_energy_ev": -20.67,
  "largest_force_ev_per_a": 4.40,
  "de_lowest_kcal_mol": 0.00,
  "lumo_energy_ev": -14.98,
  "energy_ha": -1043.42476
}

---

No. 3
{
  "formula": "C4H7NO2",
  "method": "the ωB97M-V functional and the def2-TZVPD basis",
  "symbols": ["O", "N", "C", "C", "C", "C", "O", "H", "H", "H", "H", "H", "H", "H"],
  "positions_angstrom": [[1.9420, 1.5354, -0.1593], [1.8798, 0.1176, -0.3119], [0.6490, -0.1853, -0.3175], [-0.0967, -1.4651, -0.6048], [-1.2976, -0.8467, 0.1783], [-0.5740, 0.5758, 0.1638], [-0.3952, 1.4326, 1.2806], [2.4958, 1.7110, 0.6080], [0.3248, -2.4031, -0.2290], [-0.2800, -1.6180, -1.6792], [-1.4564, -1.3507, 1.1349], [-2.2397, -0.8695, -0.3805], [-1.0569, 1.1690, -0.6153], [0.1052, 2.1970, 0.9317]],
  "forces_ev_per_angstrom": [[0.0, 0.4, 0.2], [-0.5, -0.1, -0.2], [0.3, 0.1, -0.2], [0.1, 0.0, 0.1], [-0.1, 0.1, 0.1], [-0.1, -0.2, -0.5], [-0.2, -0.4, -0.1], [0.4, -0.3, 0.0], [0.0, 0.3, 0.1], [0.0, 0.3, 0.3], [0.2, 0.4, 0.0], [0.2, 0.2, 0.3], [0.1, -0.2, -0.4], [-0.3, -0.6, 0.3]],
  "smiles": "O/N=C1/CC[C@H]1O",
  "orbital_gap_ha": 0.381,
  "homo_energy_ev": -9.59,
  "largest_force_ev_per_a": 0.75,
  "de_lowest_kcal_mol": 86.07,
  "lumo_energy_ev": 0.77,
  "energy_ha": -361.74370
}